<P>
{"formula": "C5H8N2O2", "method": "ωB97M-V/def2-TZVPD", "symbols": ["H", "H", "N", "C", "H", "C", "H", "H", "C", "O", "H", "C", "C", "N", "O", "H", "H"], "xyz": [[1.361, 1.423, -1.791], [-1.242, -0.157, -1.561], [-0.738, 0.976, 0.156], [0.831, 0.477, -1.591], [-1.246, -1.990, 2.455], [1.375, -0.063, -0.291], [-1.174, -1.570, 0.134], [-1.056, 1.584, -1.843], [-0.647, 0.727, -1.296], [2.415, -0.642, -0.116], [1.037, -0.212, -2.418], [0.388, 0.351, 0.829], [-0.007, -0.823, 1.688], [-0.419, -1.026, 2.834], [-0.999, -2.076, 0.958], [-0.795, 1.964, 0.364], [0.917, 1.056, 1.489]], "charge": 0, "lumo_ha": 0.0103, "homo_lumo_gap_ev": 9.783, "homo_energy_ha": -0.3492}

<Q>
{"formula": "C5H8N2O2", "method": "ωB97M-V/def2-TZVPD", "symbols": ["H", "C", "H", "O", "N", "H", "C", "H", "C", "C", "H", "H", "H", "O", "C", "H", "N"], "xyz": [[-1.135, 0.180, -1.909], [0.039, -1.282, -0.658], [-0.151, 2.653, -1.893], [-1.025, -2.299, 1.914], [0.044, 2.398, -0.925], [0.668, -2.031, -1.090], [0.192, 1.103, -0.490], [0.306, 3.185, -0.310], [-0.091, 0.024, -1.508], [0.472, -0.764, 0.741], [1.499, -1.116, 0.924], [-0.020, 0.442, 2.542], [0.611, 0.107, -2.297], [-0.475, -0.353, 2.868], [-0.442, -1.240, 1.880], [-0.965, -1.730, -0.495], [0.472, 0.724, 0.707]], "charge": 0, "lumo_ha": 0.0225, "homo_lumo_gap_ev": 9.988, "homo_energy_ha": -0.3445, "smiles": "NC1=N[C@@H](C(=O)O)CC1"}

Least stable structure: <P>

<P>
{"formula": "C5H8N2O2", "method": "ωB97M-V/def2-TZVPD", "symbols": ["C", "O", "H", "C", "O", "H", "H", "N", "H", "N", "H", "C", "C", "H", "C", "H", "H"], "xyz": [[-1.533, -1.169, -0.119], [1.848, 0.824, 1.147], [-1.489, -2.210, -0.172], [-0.385, -0.190, 0.027], [1.194, -1.903, -0.435], [-3.517, -1.265, 1.005], [-1.231, 3.079, -0.637], [-1.468, 1.967, -0.494], [-2.492, 0.059, 1.403], [2.040, 0.285, -0.517], [2.717, 1.749, 1.229], [0.866, -0.818, -0.245], [-0.296, 1.078, -0.315], [0.591, 1.550, -0.328], [-2.565, -0.785, 0.689], [-2.217, 1.560, -1.268], [2.767, -0.354, -0.063]], "charge": 0, "lumo_ha": 0.0063, "homo_lumo_gap_ev": 8.735, "homo_energy_ha": -0.3148}

<Q>
{"formula": "C5H8N2O2", "method": "ωB97M-V/def2-TZVPD", "symbols": ["H", "C", "C", "H", "O", "H", "H", "N", "C", "H", "H", "C", "O", "N", "H", "C", "H"], "xyz": [[0.315, -2.385, -0.402], [1.774, -0.477, 0.513], [-0.423, -1.596, -0.235], [-1.157, -1.964, 0.484], [-2.749, -0.082, 0.302], [-0.918, -1.394, -1.189], [-3.667, 0.251, 0.215], [0.206, -0.396, 0.327], [-1.966, 0.968, 0.017], [1.969, -1.204, 1.297], [2.608, 0.751, -0.975], [2.785, 0.030, -0.183], [-2.446, 2.058, -0.225], [0.370, 2.018, -0.001], [3.815, -0.205, 0.070], [-0.171, 0.869, 0.047], [-0.343, 2.757, -0.062]], "charge": 0, "lumo_ha": 0.0244, "homo_lumo_gap_ev": 9.894, "homo_energy_ha": -0.3392, "smiles": "[H]/N=C(\\C(=O)O)N(C)C=C"}

Least stable structure: <P>